13
Properties=species:S:1:pos:R:3:forces:R:3:lowdin_spin:R:1 method="wB97M-V/def2-TZVPD" homo_lumo_gap_ev="7.2 / 8.1" energy_ev=-81586.193 multiplicity=3 total_charge=+1 lumo_energy_ev="-7.4 / -7.4"
N 0.579533 -0.978098 0.626850 0.9 0.6 0.2 -0.0015
S 1.957143 -0.704152 0.029306 -0.9 -1.5 -2.4 0.0137
O 2.896760 -1.776926 0.058552 -0.6 1.6 0.6 0.0055
O 2.062949 0.340371 -0.987270 0.5 -0.8 1.2 0.0548
S -0.653004 0.141435 0.707969 -0.7 0.8 1.7 0.0105
O -0.351403 1.353266 -0.079695 -0.9 -1.1 0.6 0.0496
O -1.066457 0.282626 2.076416 0.6 -0.1 -2.0 0.0017
C -1.993416 -0.746834 -0.277658 -0.1 0.0 0.4 0.0031
F -1.577927 -0.898318 -1.508778 0.3 0.0 -0.4 0.0004
F -2.228005 -1.900520 0.289316 0.1 -0.1 0.1 0.0014
F -3.051005 0.025033 -0.233998 0.0 0.2 0.1 0.0002
H 2.308908 2.648816 0.222253 -1.3 -0.1 -1.2 0.2087
Ni 1.115919 2.213304 -0.923268 2.0 0.7 1.2 1.6520